Entry from the OMol25 dataset: a cluster of 3 separate species, C3H15N2O2 in total in a non-equilibrium geometry (ωB97M-V with the def2-TZVPD basis set).

Structure (XYZ):
```
22
Properties=species:S:1:pos:R:3:forces:R:3:mulliken_charge:R:1
N -0.762315 -0.734267 0.311970 0.234 0.777 0.045 -0.0486
H -0.857535 0.484959 -1.401446 -0.327 0.456 -0.067 0.4577
C -0.151030 0.314219 -0.605398 0.430 -1.273 0.619 -0.7744
O 1.095493 2.958829 -0.524685 0.237 1.248 0.740 -0.6217
H -2.391472 0.600080 0.539170 -0.334 -0.183 -0.494 0.3115
H 0.023979 -0.728716 -2.865287 0.004 0.105 -0.214 0.2074
H -2.110680 -0.391149 1.913599 0.193 -0.192 0.170 0.2925
H 0.854123 -2.137873 3.023055 0.125 0.026 -0.515 0.3133
H -0.123516 -0.840887 1.125392 -0.267 -0.345 -0.273 0.3406
C 1.130544 -0.258614 -1.181598 0.510 0.492 -0.880 -0.5238
C -2.129505 -0.410427 0.830372 0.479 -0.022 0.487 -0.8289
N 0.935769 -0.911983 -2.477437 -0.286 -0.342 0.371 -0.5279
H 0.723399 3.847051 -0.648181 -0.353 -0.345 -0.600 0.2948
H 0.066843 1.185370 -0.001787 -0.347 0.167 -0.100 0.5636
H -2.788226 -1.212095 0.534800 -0.486 0.279 -0.303 0.3747
H 1.683572 3.209407 0.206663 0.243 -0.663 -0.111 0.3105
H 1.808870 0.584707 -1.301649 0.105 0.064 0.150 0.3524
H 0.092906 -1.028357 3.630270 -0.097 0.376 -0.306 0.3056
O 0.414544 -1.314565 2.761766 0.050 -0.385 0.909 -0.6606
H 1.636380 -0.650376 -3.154138 0.001 -0.040 0.002 0.2435
H 1.620341 -0.963122 -0.502954 -0.125 0.081 0.257 0.2498
H -0.772485 -1.602195 -0.212488 0.011 -0.281 0.116 0.3680
```
Forces are in eV/Å.

Total energy = -383.04395 hartree
Relative energy (zero: lowest compared OMol25 entry of this formula, charge and spin) = 0.869 eV
Largest force on an atom = 1.48 eV/A
Charge = +1

***

Entry from the OMol25 dataset: a cluster of 3 separate species, C3H15N2O3 in total in a non-equilibrium geometry (ωB97M-V with the def2-TZVPD basis set).

Structure (XYZ):
```
23
Properties=species:S:1:pos:R:3:forces:R:3:mulliken_charge:R:1
H 1.016863 3.005372 -2.694789 0.119 -0.410 0.429 0.3230
C -0.793493 -1.130890 0.313096 1.398 0.099 0.805 0.0176
H 0.957461 -0.456057 -0.718837 -0.051 -0.174 0.326 0.3758
H -0.473188 -2.163580 3.339379 0.199 -0.060 -0.057 0.3304
O 1.593115 2.300698 -2.341311 -1.170 0.652 0.077 -0.6664
N -0.700498 -0.079186 -1.870389 0.569 -0.477 -1.071 -0.5550
H -0.229133 0.857721 0.827171 -0.053 -0.083 -0.239 0.2650
H -1.723498 -1.656872 0.107208 -0.084 0.038 0.372 0.3959
H 1.312771 2.010165 -0.533643 0.043 0.121 0.181 0.3217
H 1.000382 -1.206623 1.510114 0.132 -0.095 0.169 0.3284
H -1.786042 0.740668 0.263732 0.071 -0.111 -0.145 0.3771
N -1.084255 0.251889 0.818851 -0.520 0.013 0.391 -0.1892
C 0.060003 -1.757796 1.455767 -1.219 -0.304 -1.287 -0.6666
O 1.071032 1.913581 0.409535 0.053 -0.010 -0.074 -0.6372
H 0.311497 -1.918208 -1.407679 -0.243 -0.257 0.373 0.4485
H -1.408811 0.136046 1.784322 -0.097 0.136 -0.033 0.4236
C 0.020328 -0.981456 -0.928001 0.262 0.828 -1.599 -0.8408
O -0.740372 -1.611702 2.599752 -0.158 0.065 0.408 -0.5481
H 2.267866 2.262527 -3.002791 1.003 -0.275 -0.487 0.3018
H 0.221566 -2.800283 1.158655 0.221 0.076 0.348 0.3956
H -1.224020 -0.608996 -2.566593 -0.678 -0.389 0.671 0.2501
H 1.485452 2.643575 0.884812 -0.028 -0.113 -0.093 0.2975
H 0.002628 0.234317 -2.540313 0.230 0.730 0.535 0.2512
```
Forces are in eV/Å.

Total energy = -458.31666 hartree
Relative energy (zero: lowest compared OMol25 entry of this formula, charge and spin) = 0.404 eV
Largest force on an atom = 1.82 eV/A
Charge = +1

***

Entry from the OMol25 dataset: a cluster of 4 separate species, C3H15NO3 in total in a non-equilibrium geometry (ωB97M-V with the def2-TZVPD basis set).

Structure (XYZ):
```
22
Properties=species:S:1:pos:R:3:forces:R:3:mulliken_charge:R:1
O -0.853303 2.163441 -0.362178 -0.444 0.232 0.470 -1.0275
H 2.677028 -0.550791 0.519955 -0.380 -0.059 -0.284 0.3015
N 0.548158 -0.552330 0.152401 0.215 -0.333 -0.347 1.6846
H 1.057407 1.581018 -2.774534 0.159 -0.216 0.163 0.6484
H 1.750680 -1.494033 1.670910 -0.222 -0.173 0.032 0.3442
H 1.645946 0.267332 1.674546 0.122 -0.170 -0.062 0.3144
H 0.527451 -1.951010 -1.415380 0.590 -0.311 0.073 0.7527
O 1.346976 1.660726 -1.841649 0.029 0.156 -0.182 -0.9376
C -1.410854 -1.527150 -0.827554 -0.777 -1.200 0.373 -1.8798
H -1.560469 0.791268 2.852376 0.169 0.721 0.109 0.3456
H -1.466090 -0.815351 -1.649298 -0.175 0.179 0.179 0.3377
H 1.388849 0.756912 -1.478625 -0.017 -0.162 -0.181 -0.0555
H -1.207913 1.838372 1.823990 0.111 0.305 -0.293 0.3305
H 0.181879 -2.646859 0.212705 -0.106 -0.043 -0.141 0.2409
H -1.953243 -2.448472 -1.103689 0.526 0.099 -0.414 0.5167
H -0.188743 1.753642 -0.953651 0.144 0.278 0.035 0.1864
O -1.318225 1.736952 2.781069 -0.236 -0.970 -0.038 -0.7748
H -0.191084 -0.034459 0.599662 -0.103 -0.037 -0.064 -0.2842
C 1.697167 -0.612409 1.020145 0.475 0.413 0.452 -1.6844
H -0.698422 3.112314 -0.483467 -0.012 -0.309 -0.015 0.4610
C 0.039746 -1.787163 -0.456676 -0.270 0.929 0.124 -1.1814
H -2.012950 -1.241948 0.038940 0.205 0.673 0.014 0.3603
```
Forces are in eV/Å.

Total energy = -403.72294 hartree
Relative energy (zero: lowest compared OMol25 entry of this formula, charge and spin) = 0.368 eV
Spin multiplicity = 2
Largest force on an atom = 1.48 eV/A
Charge = -1

***

Entry from the OMol25 dataset: a cluster of 4 separate species, C3H15NO3 in total in a non-equilibrium geometry (ωB97M-V with the def2-TZVPD basis set).

Structure (XYZ):
```
22
Properties=species:S:1:pos:R:3:forces:R:3:mulliken_charge:R:1
N -0.584445 0.914642 -0.026569 1.611 -0.443 1.631 -0.1808
H 1.240421 -0.571348 -1.995356 0.191 0.863 0.035 0.3268
H 0.308279 -1.391237 -2.648890 -0.726 -0.041 -0.622 0.3126
H 2.929388 -1.241421 -0.287350 0.685 -0.302 0.320 0.2590
H 0.429816 0.499811 1.691756 -0.176 -0.324 0.343 0.2750
C -1.066220 -1.553636 0.358449 -0.068 -0.817 0.531 -0.9502
O 0.543416 -0.456419 -2.667641 0.482 -0.815 0.488 -0.6187
H -1.882117 -0.189877 -1.110949 -0.787 -0.404 0.174 0.2600
C -1.568655 -0.171569 -0.062377 0.160 0.633 -1.186 -0.3083
O 0.824722 0.007188 2.455816 0.033 0.484 -0.347 -0.7022
H -0.566919 -2.226160 -0.344813 0.366 0.861 -0.491 0.1927
H 1.831337 -0.469005 0.514346 0.283 -0.427 -0.336 0.3088
O 2.106851 -0.780696 -0.368778 -0.791 0.595 0.189 -0.6033
H -1.749802 2.466813 0.740730 -0.084 0.468 -0.013 0.3155
H 0.047040 2.688643 0.876193 -0.294 0.170 0.415 0.2823
H -0.658154 2.867198 -0.687986 -0.705 0.566 0.024 0.3164
H -2.387500 0.089352 0.607524 -0.136 0.168 -0.191 0.3831
C -0.786698 2.348462 0.260441 0.452 -1.533 -0.830 -0.8795
H 0.106894 -0.082583 3.093229 0.128 0.008 -0.100 0.3116
H -0.416706 -1.448612 1.220282 0.122 -0.143 0.077 0.2552
H 0.186331 0.789186 -0.666175 -0.414 -0.185 -0.261 0.0915
H -1.872062 -2.236881 0.662281 -0.329 0.617 0.150 0.3523
```
Forces are in eV/Å.

Total energy = -403.73896 hartree
Relative energy (zero: lowest compared OMol25 entry of this formula, charge and spin) = 1.314 eV
Largest force on an atom = 2.33 eV/A

***

Entry from the OMol25 dataset: a cluster of 4 separate species, C3H15NO3 in total in a non-equilibrium geometry (ωB97M-V with the def2-TZVPD basis set).

Structure (XYZ):
```
22
Properties=species:S:1:pos:R:3:forces:R:3:mulliken_charge:R:1
N 0.290584 0.781837 0.405767 0.561 -0.229 -1.409 -0.4160
C -1.485160 -0.619696 1.446336 1.146 1.272 -2.334 -0.3833
O 2.833111 -0.951436 1.112177 0.037 0.155 -0.762 -0.6152
H 2.042273 -1.521590 -2.346423 0.705 -0.520 0.292 0.3152
H 0.932277 0.011022 0.266924 -0.153 -0.207 0.697 0.1046
H -2.332492 -1.699042 -0.302133 -0.179 -0.005 0.082 0.3222
H -0.958609 2.204757 -2.519701 0.065 -0.021 -0.390 0.3051
H 3.382197 -0.806980 0.321962 -0.365 -0.069 0.237 0.3032
H -0.264717 1.287765 -1.570563 0.305 -0.378 0.310 0.3540
H -1.351707 1.558903 1.032885 -0.608 -0.330 1.139 0.3124
H -0.284804 1.053235 2.424289 -0.705 -0.522 -0.525 0.2837
C -0.733822 0.737267 1.442555 0.514 0.818 0.137 -0.5902
H -2.089386 -0.756635 2.336294 -0.100 -0.140 -0.113 0.3551
H -1.844697 -0.064732 -0.729197 0.511 -0.216 0.422 0.1005
H 0.850166 1.621773 0.418658 -0.072 0.068 0.285 0.2490
O -0.332178 1.471699 -2.523644 -0.231 0.219 0.271 -0.6606
H -3.254081 -0.254418 0.222366 0.009 -0.403 -0.038 0.2933
H -0.700260 -1.368185 1.331752 -0.016 -0.256 0.742 0.2176
H 3.448727 -1.173169 1.803338 0.318 -0.128 0.410 0.2829
O 2.440117 -0.659404 -2.167408 -1.147 -0.299 -0.381 -0.6322
C -2.250649 -0.681845 0.079041 -0.995 0.270 0.755 -0.8098
H 1.663112 -0.171127 -2.485273 0.401 0.921 0.173 0.3085
```
Forces are in eV/Å.

Total energy = -403.75120 hartree
Relative energy (zero: lowest compared OMol25 entry of this formula, charge and spin) = 0.981 eV
Largest force on an atom = 2.90 eV/A

***

Entry from the OMol25 dataset: a cluster of 5 separate species, C3H15NO3 in total in a non-equilibrium geometry (ωB97M-V with the def2-TZVPD basis set).

Structure (XYZ):
```
22
Properties=species:S:1:pos:R:3:forces:R:3:mulliken_charge:R:1
H 0.074759 -2.337743 2.835767 0.102 0.743 -0.202 0.2448
H -0.836186 -1.457561 -1.168636 -0.700 -0.018 0.016 0.3576
H 0.512198 -0.184613 -3.365625 0.005 0.384 -2.184 0.1878
C 0.308109 2.062304 -0.630745 0.933 -0.861 1.725 -0.7379
N -0.937846 1.277406 -0.847772 4.704 -1.315 1.131 -0.1753
O 0.190465 -1.756217 2.068250 0.021 0.422 -0.176 -0.6844
H 0.596048 2.876731 -1.249001 -0.602 0.355 -1.253 0.3838
H 0.376896 2.441311 0.367622 -0.663 0.385 1.076 0.3625
H -2.550810 -0.937221 -0.743597 -0.289 -0.104 -0.488 0.3757
H 1.658981 -1.418666 -0.821936 0.985 0.439 0.323 -0.1328
H -0.709060 0.880578 -1.778654 -0.821 -0.924 -1.802 0.4021
H 2.298650 -1.041213 -0.615276 -0.718 -0.599 -0.145 0.1162
H 1.421423 0.806602 2.813406 1.491 0.160 1.022 0.2173
H 1.229948 1.372020 -0.490135 -1.407 0.568 -0.929 0.2210
C -1.544058 -1.101329 -0.395585 0.530 0.353 1.200 -1.1824
H -1.536798 -1.813640 0.447537 -0.013 0.262 -0.442 0.2855
H -1.261984 0.627074 1.026137 -0.127 0.106 1.478 0.6420
O 0.430620 -0.339619 -2.451734 -0.638 0.625 2.696 -0.5336
H 0.352251 -0.680334 2.250842 -0.012 -1.611 0.595 0.4232
H 0.178576 -0.083882 0.334303 -0.604 0.525 0.526 -0.1128
C -0.919105 0.185240 0.118972 -0.610 -0.246 -2.488 0.0056
O 0.666923 0.622772 2.295858 -1.567 0.350 -1.679 -0.6658
```
Forces are in eV/Å.

Total energy = -403.39611 hartree
Relative energy (zero: lowest compared OMol25 entry of this formula, charge and spin) = 10.644 eV
Largest force on an atom = 5.01 eV/A